The following is a DFT calculation (the ωB97M-V functional and the def2-TZVPD basis) of a molecular structure, C43H29BrCl2MnN6O6.

Last column: Mulliken charge in e.
Element x y z (Å)
1 Mn 0.37 0.04 -0.40  0.64
2 O -2.83 3.18 -3.34  -0.72
3 C -1.61 3.63 -3.67  0.31
4 C -1.52 4.64 -4.63  -0.62
5 C -0.29 5.13 -5.03  -0.39
6 C 0.87 4.63 -4.47  -0.74
7 C 0.80 3.65 -3.50  -0.33
8 C -0.43 3.13 -3.09  -0.11
9 C -0.45 2.03 -2.12  0.75
10 O 0.62 1.65 -1.50  -0.87
11 N -1.57 1.40 -1.88  -0.72
12 N -1.35 0.37 -1.01  0.60
13 C -2.45 -0.52 -0.86  -0.42
14 C -2.69 -0.94 0.57  0.42
15 C -3.97 -1.30 0.95  -0.64
16 C -4.25 -1.76 2.23  -0.79
17 C -3.21 -1.86 3.14  -0.72
18 C -1.92 -1.51 2.78  -0.72
19 C -1.62 -1.04 1.49  0.41
20 O -0.39 -0.71 1.19  -0.31
21 H -2.70 2.41 -2.73  0.58
22 H -2.45 5.00 -5.07  0.41
23 H -0.25 5.91 -5.79  0.35
24 H 1.84 5.00 -4.79  0.43
25 H 1.70 3.24 -3.05  0.39
26 H -3.34 -0.03 -1.27  0.42
27 H -4.77 -1.23 0.22  0.45
28 H -5.25 -2.04 2.51  0.41
29 H -3.41 -2.22 4.15  0.66
30 H -1.10 -1.60 3.49  0.47
31 Br -5.29 -5.26 5.40  -0.20
32 C -4.23 -5.90 3.96  0.08
33 C -3.08 -5.21 3.60  -0.50
34 C -2.32 -5.67 2.55  0.04
35 C -2.67 -6.85 1.87  0.02
36 C -3.80 -7.55 2.29  -0.41
37 C -4.59 -7.07 3.31  -0.43
38 N -1.81 -7.44 0.93  -0.68
39 N -1.11 -6.76 0.16  -0.33
40 C -1.41 -5.45 -0.18  -0.14
41 C -2.70 -5.03 -0.43  -0.18
42 C -2.92 -3.77 -0.98  -0.08
43 C -1.90 -2.87 -1.18  -0.12
44 O -2.22 -1.67 -1.74  -0.60
45 C -0.57 -3.21 -0.82  -0.08
46 N 0.45 -2.30 -0.91  -0.30
47 C 1.66 -2.72 -0.60  0.46
48 C 1.99 -4.02 -0.19  -1.19
49 C 0.98 -4.94 -0.08  -0.70
50 C -0.33 -4.55 -0.40  1.36
51 H -2.78 -4.31 4.13  0.63
52 H -1.41 -5.15 2.28  0.30
53 H -4.05 -8.47 1.79  0.42
54 H -5.48 -7.60 3.62  0.41
55 H -3.53 -5.70 -0.27  0.44
56 H -3.92 -3.46 -1.26  0.47
57 H 2.45 -1.99 -0.69  0.31
58 H 3.01 -4.27 0.03  0.44
59 H 1.16 -5.96 0.22  0.48
60 Cl 0.41 2.97 2.11  -0.13
61 C 1.59 4.19 2.46  0.43
62 C 1.31 5.13 3.43  -0.64
63 C 2.23 6.12 3.73  -0.43
64 C 3.45 6.14 3.09  -0.65
65 C 3.75 5.18 2.14  0.88
66 Cl 5.36 5.14 1.50  -0.20
67 C 2.81 4.19 1.75  -0.61
68 N 3.10 3.22 0.80  0.14
69 C 3.65 3.48 -0.46  0.36
70 C 3.58 4.77 -1.00  0.14
71 C 4.14 5.05 -2.24  -0.94
72 C 4.75 4.05 -2.97  -0.78
73 C 4.80 2.76 -2.45  -0.56
74 C 4.27 2.46 -1.21  0.47
75 C 4.36 1.03 -0.71  -1.92
76 C 3.00 0.34 -0.83  1.47
77 O 2.63 -0.13 -1.90  -0.52
78 O 2.27 0.29 0.24  -0.69
79 H 0.36 5.08 3.95  0.42
80 H 1.99 6.87 4.47  0.35
81 H 4.20 6.88 3.34  0.41
82 H 2.61 2.34 0.90  -0.10
83 H 3.08 5.55 -0.45  0.58
84 H 4.08 6.06 -2.63  0.40
85 H 5.20 4.27 -3.93  0.39
86 H 5.26 1.97 -3.04  0.33
87 H 4.70 1.00 0.33  0.31
88 H 5.05 0.47 -1.34  0.54

<S²>: 6.051
HOMO energy (alpha / beta) in eV: -4.23 / -4.65
E_tot in eV: -192699.115
Total charge: -1
HOMO-LUMO gap (alpha / beta) in eV: 5.310 / 5.721
Spin multiplicity: 5

=====

The following is a DFT calculation (the ωB97M-V functional and the def2-TZVPD basis) of a molecular structure, C43H31BrN2NaO4P2S.

Last column: Mulliken charge in e.
Element x y z (Å)
1 Na -0.26 0.14 -2.32  0.92
2 O 3.38 -0.43 -0.62  -0.80
3 S 2.00 -0.11 -0.19  1.35
4 C 2.13 1.54 0.57  0.22
5 C 3.43 1.93 0.86  -0.78
6 C 3.67 3.17 1.43  -0.91
7 C 2.61 4.02 1.70  -0.79
8 C 1.32 3.64 1.37  -0.06
9 C 1.05 2.39 0.79  0.04
10 P -0.66 1.99 0.24  1.19
11 C -1.50 1.68 1.85  0.60
12 C -2.89 1.57 1.82  -0.45
13 C -3.61 1.36 2.99  -0.85
14 C -2.95 1.21 4.20  -0.51
15 C -1.56 1.27 4.23  -0.62
16 C -0.84 1.51 3.07  -0.81
17 C -1.29 3.68 -0.14  -0.10
18 C -2.06 4.44 0.74  -0.01
19 C -2.50 5.71 0.37  -0.75
20 C -2.16 6.23 -0.87  -0.46
21 C -1.39 5.48 -1.74  -0.69
22 C -0.95 4.21 -1.38  -0.51
23 C 1.80 -1.07 1.36  -0.03
24 C 2.90 -1.09 2.19  -0.64
25 C 2.89 -1.85 3.35  -0.82
26 C 1.76 -2.60 3.66  -0.84
27 C 0.67 -2.60 2.81  -0.37
28 C 0.67 -1.84 1.63  0.69
29 P -0.77 -1.90 0.47  0.80
30 C -2.02 -2.69 1.55  -0.58
31 C -2.50 -1.95 2.63  0.33
32 C -3.47 -2.48 3.47  -0.78
33 C -3.98 -3.75 3.23  -0.57
34 C -3.52 -4.48 2.15  -0.80
35 C -2.54 -3.96 1.31  -0.51
36 C -0.27 -3.26 -0.64  0.71
37 C -0.92 -3.33 -1.87  -0.23
38 C -0.61 -4.34 -2.78  -0.68
39 C 0.36 -5.27 -2.46  -0.65
40 C 1.03 -5.20 -1.24  -0.73
41 C 0.72 -4.20 -0.34  -0.16
42 H 4.24 1.28 0.58  0.59
43 H 4.69 3.47 1.65  0.39
44 H 2.78 5.00 2.14  0.39
45 H 0.50 4.33 1.53  0.51
46 H -3.42 1.67 0.88  0.51
47 H -4.69 1.29 2.95  0.42
48 H -3.51 1.04 5.11  0.40
49 H -1.03 1.14 5.17  0.39
50 H 0.24 1.57 3.11  0.33
51 H -2.33 4.05 1.71  0.35
52 H -3.10 6.29 1.06  0.41
53 H -2.51 7.21 -1.16  0.35
54 H -1.11 5.87 -2.71  0.48
55 H -0.32 3.64 -2.06  0.48
56 H 3.79 -0.53 1.91  0.41
57 H 3.76 -1.85 4.00  0.38
58 H 1.74 -3.20 4.56  0.40
59 H -0.19 -3.20 3.05  0.44
60 H -2.10 -0.96 2.83  0.41
61 H -3.82 -1.89 4.31  0.47
62 H -4.74 -4.16 3.88  0.36
63 H -3.92 -5.47 1.95  0.41
64 H -2.18 -4.54 0.48  0.43
65 H -1.65 -2.58 -2.15  0.37
66 H -1.09 -4.35 -3.75  0.35
67 H 0.62 -6.04 -3.18  0.35
68 H 1.81 -5.92 -1.00  0.37
69 H 1.26 -4.14 0.60  0.35
70 Br 2.52 -2.81 -3.75  -0.10
71 C 2.66 -1.06 -4.47  0.10
72 C 3.40 -0.85 -5.62  -0.59
73 C 3.45 0.44 -6.12  -0.39
74 C 2.77 1.45 -5.46  -0.89
75 C 2.08 1.12 -4.30  0.67
76 N 2.02 -0.12 -3.82  0.16
77 C 1.35 2.23 -3.52  0.06
78 O 1.19 3.31 -4.10  -0.81
79 O 1.00 1.92 -2.35  -0.36
80 H 3.91 -1.68 -6.10  0.42
81 H 4.01 0.65 -7.02  0.37
82 H 2.73 2.47 -5.80  0.49
83 O -1.24 -2.42 -5.70  -0.75
84 C -1.32 -1.61 -4.81  0.73
85 N -1.42 -0.83 -3.93  -1.03

HOMO energy in eV: -5.31
E_tot in eV: -160140.949
Total charge: -1
Relative energy (zero: lowest compared OMol25 entry of this formula, charge and spin) in kcal/mol: 3.0
HOMO-LUMO gap in eV: 7.478

=====

Q: Which maximum force values were calculated for the entries above? A: 1.6 0.4, in eV Å⁻¹.